[1]
Density functional theory data (the ωB97M-V functional and the def2-TZVPD basis) for C27H21CuN3O13 as an isolated structure.

Calculated values
* molecular weight: 659.0 g mol⁻¹
* E_HOMO: -2.65 eV
* DFT total energy: -104055.78153 eV
* total charge: -1

Geometry (Å):
1 Cu -22.31422 4.37210 -2.47337
2 C -20.37845 6.76887 0.93137
3 C -20.68184 5.91855 -0.07215
4 C -19.62954 4.97842 -0.73537
5 O -19.82772 4.12487 -1.71686
6 C -18.33932 4.97964 -0.34218
7 C -17.91284 5.99194 0.62682
8 C -19.02602 6.85749 1.38006
9 O -18.41457 7.72880 2.01500
10 O -16.74425 6.22568 0.89366
11 O -21.88002 6.00381 -0.53809
12 H -21.05538 7.51842 1.31391
13 H -17.59194 4.31396 -0.74802
14 C -20.65402 0.18878 -6.17793
15 C -21.39073 0.85939 -7.31425
16 O -21.76749 2.00823 -6.68795
17 C -21.65077 1.96596 -5.42840
18 O -22.07277 2.89688 -4.76332
19 O -21.17779 0.81446 -5.04430
20 H -19.56486 0.15167 -6.15671
21 H -20.93404 -0.85864 -6.06565
22 H -22.18673 0.20675 -7.67277
23 H -20.75352 0.96143 -8.19269
24 C -18.80123 -1.26090 -0.26995
25 C -19.52529 -0.89166 -1.41294
26 C -20.41197 0.25342 -1.38921
27 C -20.62135 0.89411 -0.20177
28 C -19.91061 0.50412 0.97513
29 C -18.98764 -0.53294 0.92565
30 N -21.36328 2.09401 -0.07305
31 O -22.29736 2.31752 -0.88188
32 O -21.07635 2.88139 0.81520
33 H -18.01400 -1.98467 -0.42102
34 H -19.39671 -1.40001 -2.35711
35 H -20.80756 0.62712 -2.32209
36 H -19.99230 1.13219 1.84993
37 H -18.37054 -0.71296 1.79351
38 C -25.73858 0.15079 -6.47066
39 C -25.35461 1.49279 -6.31847
40 C -25.08610 1.96630 -5.05097
41 C -25.17401 1.19209 -3.94486
42 C -25.37709 -0.16463 -4.11997
43 C -25.68022 -0.65384 -5.34221
44 N -25.03360 1.77084 -2.60024
45 O -25.17167 0.93738 -1.66761
46 O -24.68929 2.92025 -2.47148
47 H -25.94056 -0.26320 -7.44750
48 H -25.36100 2.22436 -7.11293
49 H -24.92052 3.03213 -4.99633
50 H -25.39076 -0.83738 -3.27521
51 H -25.92249 -1.70058 -5.45186
52 C -23.94174 9.49385 -7.07990
53 C -22.56501 9.23553 -6.77364
54 C -22.26066 8.18040 -5.90150
55 C -23.31594 7.40849 -5.37911
56 C -24.61103 7.75261 -5.66037
57 C -24.95769 8.71059 -6.51354
58 N -22.97844 6.27837 -4.41067
59 O -23.85456 5.54852 -3.92168
60 O -21.79242 6.14059 -4.06528
61 H -24.27586 10.32901 -7.67761
62 H -21.69775 9.77246 -7.12854
63 H -21.20784 8.10856 -5.67166
64 H -25.40084 7.10628 -5.30700
65 H -25.98385 8.84386 -6.82278

[2]
Density functional theory data (the ωB97M-V functional and the def2-TZVPD basis) for C27H21N5O5Tc as an isolated structure.

Calculated values
* molecular weight: 593.5 g mol⁻¹
* E_HOMO (alpha / beta): -10.09 / -10.09 eV
* DFT total energy: -48220.23306 eV
* energy above the lowest of the compared OMol25 structures with the same formula, charge and spin: 0.4 kJ/mol
* total charge: +1

Geometry (Å):
1 Tc -0.19530 -0.17320 -0.09340
2 N -0.60250 1.71320 -1.32050
3 C -1.94620 1.58080 -1.92500
4 C -2.87610 0.66040 -1.12090
5 O -4.02950 0.91320 -0.91070
6 N -2.23220 -0.48700 -0.62790
7 C -2.92320 -1.32210 0.35750
8 C -1.94300 -1.76560 1.51770
9 O -2.42940 -2.11860 2.56260
10 O -0.69430 -1.71860 1.24730
11 H -0.62870 2.45240 -0.61860
12 H 0.05570 2.02180 -2.03410
13 H -1.85170 1.15580 -2.92930
14 H -2.45280 2.54810 -2.02330
15 H -3.30670 -2.23870 -0.10030
16 H -3.75880 -0.77090 0.79580
17 O 4.28570 -0.00410 5.15640
18 C 4.63430 -0.39080 4.06010
19 O 5.63030 -0.84990 3.53880
20 C 3.43660 -0.25480 2.97870
21 C 3.64410 -0.66380 1.67700
22 C 2.60190 -0.53170 0.76580
23 N 1.40760 -0.00620 1.10670
24 C 1.19940 0.35630 2.38820
25 C 2.20480 0.25310 3.34420
26 C -0.13430 0.85760 2.68530
27 C -0.54600 1.18540 3.97700
28 C -1.83100 1.64590 4.18090
29 C -2.65860 1.81810 3.07990
30 C -2.17510 1.47610 1.83270
31 N -0.95610 0.97990 1.62670
32 C 2.66410 -0.88480 -0.63540
33 C 3.82680 -1.31490 -1.27720
34 C 3.80870 -1.54780 -2.63630
35 C 2.62750 -1.29120 -3.32600
36 C 1.51100 -0.88550 -2.62310
37 N 1.48820 -0.71580 -1.29100
38 H 4.60580 -1.07400 1.41770
39 H 2.06240 0.56080 4.36740
40 H 0.12420 1.06270 4.81160
41 H -2.17570 1.87630 5.17530
42 H -3.65910 2.20190 3.18800
43 H -2.80530 1.62860 0.97100
44 H 4.72970 -1.46320 -0.70740
45 H 4.68350 -1.91540 -3.14870
46 H 2.56920 -1.42120 -4.39540
47 H 0.58800 -0.70220 -3.15070
48 C -1.28800 -1.14520 -1.42920
49 C -1.63430 -2.14890 -2.34190
50 C -0.68510 -3.08000 -2.82810
51 C -1.07140 -4.07870 -3.69150
52 C -2.40040 -4.20280 -4.08170
53 C -3.35150 -3.30670 -3.60760
54 C -2.98140 -2.28420 -2.76790
55 H 0.33070 -3.02510 -2.47350
56 H -0.33940 -4.77840 -4.06380
57 H -2.69620 -4.99500 -4.74860
58 H -4.38510 -3.40990 -3.89780
59 H -3.72140 -1.57300 -2.43070

[3]
Density functional theory data (the ωB97M-V functional and the def2-TZVPD basis) for a 5-piece molecular cluster, C27H22B3F33O9 overall.

Calculated values
* molecular weight: 1149.8 g mol⁻¹
* E_HOMO: -9.49 eV
* DFT total energy: -138494.01950 eV
* energy above the lowest of the compared OMol25 structures with the same formula, charge and spin: 435.7 kJ/mol
* total charge: 0

Geometry (Å):
1 O 0.77461 -3.23392 8.33180
2 C -0.07640 -2.55888 7.69240
3 O -1.41181 -3.02585 7.44339
4 B -2.30044 -1.86667 7.34383
5 O -2.81453 -1.56014 6.01751
6 B -2.91377 -0.11179 5.84962
7 O -3.15050 0.81825 6.92487
8 B -3.13968 0.18731 8.21119
9 F -3.72703 0.92101 9.30978
10 O -2.56695 -1.09017 8.52558
11 C 0.32519 -1.08133 7.16956
12 C 0.48532 -0.76907 5.63255
13 C 0.82521 0.67470 5.18881
14 C 1.01009 1.74095 6.30771
15 C 0.87959 1.43656 7.83003
16 C 0.50376 -0.00687 8.27940
17 H -2.74693 0.31103 4.75090
18 H 0.29381 -1.65673 4.93869
19 H 0.90466 0.88541 4.06645
20 H 1.27327 2.80027 5.96912
21 H 1.05099 2.24759 8.62266
22 H 0.37500 -0.23963 9.40071
23 C -1.55230 -2.11490 0.05250
24 C -0.59493 -1.86420 -1.13247
25 C 0.87795 -1.64291 -0.77660
26 F 1.07150 -0.59758 0.04663
27 F 1.60077 -1.39072 -1.89757
28 F -1.08028 -0.83435 -1.87538
29 F -0.66260 -2.96513 -1.93514
30 O -2.28478 -0.98909 0.56588
31 C -1.62290 -0.14476 1.48551
32 C -1.35217 1.25738 0.92216
33 F -0.66234 1.21937 -0.23829
34 F -0.61207 1.99151 1.79240
35 F -0.51075 -0.76151 1.93136
36 F -2.44204 -0.04352 2.55689
37 H -2.33311 -2.77949 -0.32968
38 H -1.07559 -2.68414 0.85531
39 H 1.30296 -2.53513 -0.30407
40 H -2.28899 1.79005 0.73922
41 C -0.14485 5.35567 -1.67943
42 C 0.95881 5.94120 -0.77230
43 C 1.01974 5.40006 0.65959
44 F -0.12027 5.59033 1.34638
45 F 2.00023 6.02491 1.35808
46 F 0.85777 7.29257 -0.78061
47 F 2.15403 5.65512 -1.36984
48 O -1.37085 6.09728 -1.80230
49 C -2.33900 5.92988 -0.78638
50 C -2.54719 7.19777 0.05437
51 F -1.39663 7.65031 0.59392
52 F -3.39418 6.95354 1.08555
53 F -2.02389 4.84877 -0.04718
54 F -3.49356 5.61905 -1.41971
55 H 0.26577 5.36512 -2.69342
56 H -0.33407 4.29910 -1.46928
57 H 1.24606 4.32801 0.66048
58 H -2.97246 8.00035 -0.55362
59 C 5.98932 -3.17716 -4.26863
60 C 5.25960 -3.85167 -3.08684
61 C 4.24499 -2.98764 -2.33208
62 F 4.78750 -1.87551 -1.80823
63 F 3.70845 -3.68127 -1.29463
64 F 6.18532 -4.36885 -2.24283
65 F 4.58439 -4.92386 -3.59934
66 O 7.29060 -2.62078 -4.01794
67 C 7.34896 -1.32669 -3.45146
68 C 7.91177 -1.32517 -2.02279
69 F 7.22895 -2.14957 -1.20130
70 F 7.83818 -0.08356 -1.48144
71 F 6.13766 -0.74545 -3.54494
72 F 8.16630 -0.60488 -4.25229
73 H 6.18346 -3.97357 -4.99315
74 H 5.34671 -2.47102 -4.80191
75 H 3.42115 -2.69081 -2.98973
76 H 8.95918 -1.63753 -2.01856
77 C -3.80758 -1.77359 -6.65157
78 C -3.07785 -3.13095 -6.55304
79 C -3.90061 -4.30909 -6.02254
80 F -4.39212 -4.09875 -4.78936
81 F -3.13210 -5.42406 -5.94693
82 F -1.94284 -2.96348 -5.83176
83 F -2.66981 -3.45234 -7.81742
84 O -3.64122 -0.84775 -5.56507
85 C -4.46023 -1.02410 -4.42621
86 C -3.66778 -1.44971 -3.18223
87 F -2.94015 -2.56481 -3.39653
88 F -4.50484 -1.72203 -2.14806
89 F -5.46577 -1.86773 -4.72919
90 F -5.04261 0.17504 -4.19471
91 H -3.35952 -1.25514 -7.50445
92 H -4.86070 -1.88950 -6.92267
93 H -4.73841 -4.53090 -6.69266
94 H -2.98556 -0.65814 -2.86697